1.
This record from the Open Molecules 2025 dataset describes a 3-piece molecular cluster, C3H12N2O3 overall. The level of theory is ωB97M-V/def2-TZVPD.

Element x y z (Å)
O 1.135 2.558 1.701
C 1.161 1.361 1.590
C -0.032 0.472 1.302
N 0.096 0.259 -0.138
C -0.992 0.318 -1.077
N -0.692 1.068 -2.290
H 2.152 0.873 1.679
H -0.903 1.107 1.503
H -0.138 -0.360 2.010
H 1.031 0.154 -0.457
H -1.243 -0.686 -1.446
H -1.899 0.723 -0.632
H -0.343 1.992 -2.024
H 0.156 0.681 -2.711
H -0.613 -1.735 0.639
H -1.971 -1.509 0.356
O -1.426 -2.262 0.684
H 0.266 -2.777 -0.637
H 1.674 -3.081 -1.043
O 0.939 -2.469 -1.243

HOMO energy = -9.03 eV
Spin multiplicity = 1

2.
This record from the Open Molecules 2025 dataset describes a 3-piece molecular cluster, C3H12N2O3 overall. The level of theory is ωB97M-V/def2-TZVPD.

Element x y z (Å)
O -0.521 -0.004 2.052
C 0.512 0.432 1.563
N 1.189 -0.259 0.588
C 0.588 -1.438 -0.018
N 0.306 -1.319 -1.438
C 1.113 1.678 2.128
H 2.193 -0.228 0.554
H 1.307 -2.258 0.087
H -0.193 -1.808 0.639
H 0.864 -0.548 -1.765
H -0.681 -1.172 -1.600
H 0.325 2.313 2.511
H 1.855 1.488 2.864
H 1.716 2.234 1.405
H -0.630 1.907 -6.879
H -0.774 2.575 -5.603
O -1.303 2.406 -6.394
H -2.582 -2.213 3.847
H -2.293 -1.675 2.477
O -2.991 -2.111 2.983

HOMO energy = -9.82 eV
Spin multiplicity = 1

If you had to name the least stable structure above, which would it be? It would be 1.